Record 1
This record from OMol25 describes C9H8OP2S2 in the gas phase at a distorted geometry. The level of theory is ωB97M-V/def2-TZVPD.

Geometry as XYZ:
```
22
Properties=species:S:1:pos:R:3:forces:R:3:mulliken_charge:R:1
P 4.276 -0.122 0.083 0.5 -0.7 -0.5 -0.10
P 2.357 -0.840 -0.479 -1.0 1.8 -2.2 0.08
C 0.800 -0.058 0.662 0.6 -1.2 -0.1 -0.26
O 0.010 -1.189 0.802 0.2 -1.2 0.2 -0.37
C -1.225 -1.324 0.281 -2.7 1.0 0.6 0.09
C -2.029 -2.534 0.122 -0.7 3.6 -0.7 -0.82
C -3.322 -2.224 -0.253 0.9 0.7 0.2 -0.39
S -3.650 -0.530 -0.276 1.0 -0.2 0.0 -0.12
C -2.014 -0.172 0.147 0.2 -1.0 -0.7 0.55
C -1.364 1.085 0.167 1.5 -1.0 0.1 0.35
S -2.091 2.617 0.008 1.3 0.2 0.1 -0.21
C -0.482 3.274 0.020 -0.7 -0.9 0.0 -0.40
C 0.525 2.409 0.160 1.6 0.6 -0.1 -0.57
C 0.067 1.077 0.235 -2.2 0.6 0.3 0.17
H 3.474 0.364 1.124 0.2 1.4 0.3 0.10
H 4.096 0.725 -1.059 0.1 0.7 0.8 0.07
H 2.734 -1.414 -1.735 0.2 0.0 -0.4 0.05
H 2.278 -2.013 0.062 -0.3 -2.7 1.7 0.03
H -1.618 -3.450 0.257 0.9 -2.8 0.2 0.50
H -4.140 -2.765 -0.680 0.0 -0.9 0.4 0.44
H -0.254 4.256 0.111 -0.1 3.1 -0.1 0.54
H 1.572 2.827 0.239 -1.3 -1.0 0.0 0.26
```
Positions in Å, forces in eV/Å.

ΔE to the lowest compared entry with this formula, charge and spin ... 1.672 eV
Charge ... 0
SMILES ... P[PH2]=c1oc2ccsc2c2sccc12


Record 2
This record from OMol25 describes a molecular structure, C9H9AgNO2 at a distorted geometry. The level of theory is ωB97M-V/def2-TZVPD.

Geometry as XYZ:
```
22
Properties=species:S:1:pos:R:3:forces:R:3:mulliken_charge:R:1
O 1.554 1.356 2.387 1.6 -2.6 -3.5 -0.52
C 1.922 0.702 1.405 0.1 0.5 0.3 0.52
O 3.284 0.557 0.942 -1.0 0.5 0.4 -0.33
C 3.400 0.050 -0.435 -2.5 -1.1 -0.9 -0.39
C 1.912 0.418 -0.980 1.1 0.3 -0.3 -0.59
C 1.127 -0.123 0.297 -0.7 0.5 0.1 0.15
C -0.471 -0.131 0.303 -2.0 0.5 -1.3 0.13
C -1.243 -0.027 -1.015 -2.0 -0.7 4.2 -0.41
C -2.758 -0.100 -0.762 2.8 -0.5 2.8 -0.13
C -3.285 -0.264 0.648 -0.1 0.2 -0.8 -0.04
N -2.616 -0.344 1.893 2.6 0.5 -5.8 -0.45
C -1.229 -0.269 1.612 0.4 0.0 0.0 -0.22
H 4.278 0.409 -1.059 -1.2 0.2 1.4 0.35
H 3.403 -1.091 -0.481 0.5 1.3 0.6 0.25
H 1.574 -0.026 -1.972 0.7 0.1 1.4 0.39
H 1.965 1.555 -1.164 -0.8 -1.6 0.8 0.28
H 1.458 -1.206 0.431 -0.4 1.2 -0.1 0.33
H -0.789 0.062 -2.049 -0.6 -0.1 1.6 0.30
H -3.493 -0.062 -1.660 2.3 1.1 0.7 0.53
H -4.436 -0.323 0.745 1.8 0.2 0.0 0.09
H -0.566 -0.327 2.553 -1.1 0.2 -1.7 0.31
Ag -4.991 -0.816 -1.638 -1.4 -1.0 0.1 0.46
```
Positions in Å, forces in eV/Å.

Charge ... +1


Record 3
This record from OMol25 describes a molecular structure, C9H9AuClN2O. The level of theory is ωB97M-V/def2-TZVPD.

Geometry as XYZ:
```
23
Properties=species:S:1:pos:R:3:forces:R:3:mulliken_charge:R:1
Au 0.520 1.766 -3.053 -0.3 0.1 0.1 -0.15
Cl 1.008 -0.127 -4.338 0.1 -0.2 -0.1 -0.69
N 0.101 0.131 2.200 0.0 0.0 0.1 -0.04
C 0.348 0.973 1.139 0.0 0.0 0.0 -0.37
N 0.594 0.345 0.037 0.1 0.1 -0.2 -0.38
C 0.511 -0.997 0.349 -0.1 -0.1 0.4 0.35
C 0.690 -2.110 -0.468 0.0 0.0 0.0 -0.42
C 0.542 -3.356 0.113 0.0 0.0 -0.1 -0.52
C 0.222 -3.503 1.469 0.0 0.0 0.1 -0.34
C 0.045 -2.408 2.297 0.0 0.0 0.0 -0.94
C 0.201 -1.156 1.715 0.0 0.0 -0.3 0.54
H -0.103 0.402 3.143 0.0 0.0 0.0 0.16
H 0.330 2.049 1.238 0.0 0.0 0.0 0.47
H 0.933 -1.980 -1.515 0.0 0.0 0.0 0.44
H 0.671 -4.245 -0.493 0.0 0.0 0.0 0.36
H 0.108 -4.500 1.878 0.0 0.0 0.0 0.34
H -0.211 -2.528 3.343 0.0 0.0 0.0 0.33
C -1.523 3.427 -1.510 0.0 0.0 -0.1 -0.92
C -0.039 3.330 -1.904 -0.1 0.2 0.1 0.56
O 0.687 4.197 -1.436 0.1 0.0 0.0 -0.58
H -1.755 4.421 -1.116 0.1 0.0 0.0 0.29
H -1.708 2.678 -0.733 0.0 0.0 -0.1 0.17
H -2.170 3.191 -2.356 0.0 -0.1 0.0 0.34
```
Positions in Å, forces in eV/Å.

Charge ... -1


Record 4
This record from OMol25 describes a molecular structure, C9H9ClIN3S2. The level of theory is ωB97M-V/def2-TZVPD.

Geometry as XYZ:
```
25
Properties=species:S:1:pos:R:3:forces:R:3:mulliken_charge:R:1
C 1.887 0.201 1.741 0.5 0.1 0.1 -1.03
C 2.487 0.735 0.433 -0.4 0.3 0.1 -0.38
I 4.179 -0.458 -0.147 0.1 0.0 0.0 0.02
C 1.503 0.960 -0.741 0.0 -0.3 -0.2 -1.68
C 0.243 0.132 -0.738 -0.2 0.5 0.3 0.38
C -0.926 0.651 -0.033 0.3 0.1 -0.1 0.38
N -0.768 1.898 0.613 -0.2 -0.1 0.0 -0.48
C -2.101 -0.046 0.041 0.0 -0.1 0.2 -0.59
S -3.532 0.583 0.870 -0.1 0.1 0.0 -0.22
C -2.170 -1.309 -0.608 0.0 -0.1 -0.1 0.89
N -3.217 -2.133 -0.649 -0.1 0.1 0.1 -0.66
S -2.782 -3.386 -1.542 0.1 -0.1 -0.1 0.18
N -1.278 -2.981 -1.922 -0.1 -0.1 0.0 -0.63
C -1.055 -1.804 -1.343 -0.1 0.0 0.0 0.44
C 0.149 -1.046 -1.393 0.0 -0.3 -0.2 0.47
Cl 1.434 -1.693 -2.333 0.1 -0.1 -0.1 -0.16
H 2.264 0.790 2.576 0.0 0.0 0.0 0.31
H 0.809 0.281 1.754 -0.2 0.0 0.0 0.23
H 2.188 -0.825 1.929 -0.2 -0.1 0.0 0.38
H 2.945 1.696 0.634 0.1 0.0 0.0 0.53
H 2.018 0.789 -1.683 0.0 0.0 0.0 0.73
H 1.219 2.007 -0.735 0.0 0.1 0.1 0.28
H -1.563 2.073 1.216 -0.1 0.0 -0.1 0.22
H -0.740 2.660 -0.056 0.3 0.0 0.0 0.21
H -3.191 0.224 2.116 0.0 -0.1 0.0 0.19
```
Positions in Å, forces in eV/Å.

Charge ... 0


Record 5
This record from OMol25 describes 2 unconnected molecules or ions with the total composition C9H9F2N2 at a distorted geometry. The level of theory is ωB97M-V/def2-TZVPD.

Geometry as XYZ:
```
22
Properties=species:S:1:pos:R:3:forces:R:3:mulliken_charge:R:1
C 2.742 0.668 -1.659 -1.5 -0.9 -3.0 -0.39
C 2.978 0.763 -0.336 1.3 -0.6 1.5 -0.60
C 1.512 0.209 -2.200 0.9 1.3 -0.7 -0.80
C 1.994 0.369 0.548 -0.1 -0.2 1.9 -0.45
C 0.508 -0.085 -1.331 2.2 -0.1 0.9 0.65
C 0.757 -0.057 0.082 0.2 0.5 -1.6 0.41
C -1.372 -0.410 -0.303 2.3 -2.9 0.7 0.52
C -2.718 -0.796 0.056 -1.9 0.8 -0.9 -1.19
C -1.380 0.202 2.874 0.6 -0.6 -0.4 0.53
N -0.772 -0.462 -1.522 -2.8 0.6 0.5 -0.07
N -0.445 -0.387 0.657 -1.6 1.4 1.9 -0.35
F -1.159 -0.823 3.679 -0.3 2.5 -2.2 -0.08
F -2.653 0.382 2.622 2.6 -0.2 0.6 -0.09
H 3.482 0.837 -2.411 0.6 0.4 0.0 0.38
H 4.015 0.956 0.018 -1.1 0.2 -0.2 0.34
H 1.309 0.288 -3.279 0.4 -0.4 0.5 0.33
H 2.239 0.377 1.630 -0.4 0.0 -0.7 0.34
H -3.108 0.158 0.477 -0.8 -0.7 -0.8 0.29
H -3.279 -1.177 -0.867 0.4 0.6 1.7 0.30
H -2.732 -1.467 0.921 0.1 -0.3 -0.7 0.32
H -0.594 1.061 2.712 -1.8 -1.8 0.7 0.35
H -1.325 -0.609 -2.370 0.7 0.3 0.3 0.27
```
Positions in Å, forces in eV/Å.

ΔE to the lowest compared entry with this formula, charge and spin ... 3.126 eV
Charge ... +1


Record 6
This record from OMol25 describes a molecular structure, C9H9F6N2O9S5Ta at a distorted geometry. The level of theory is ωB97M-V/def2-TZVPD.

Geometry as XYZ:
```
41
Properties=species:S:1:pos:R:3:forces:R:3:mulliken_charge:R:1
Ta -0.480 0.352 -0.323 -0.1 -1.1 -0.4 2.38
O 1.589 0.075 1.343 -0.2 0.2 -0.1 -0.23
C 2.705 -0.770 1.092 0.2 0.0 0.0 -0.66
C 2.175 -2.184 1.083 0.1 0.0 0.0 -1.09
N 1.055 -2.308 0.165 -0.1 0.1 0.0 0.26
C 1.413 -2.444 -1.216 0.2 -0.2 -0.2 -0.72
C 1.812 -1.101 -1.827 -0.2 0.6 0.0 0.64
O 2.665 -0.920 -2.635 0.0 -0.3 0.0 -0.57
O 1.070 -0.053 -1.344 0.2 0.0 0.1 -0.67
C -0.085 -2.979 0.736 0.0 -0.2 0.1 -1.01
C -0.780 -2.002 1.682 -0.3 0.5 0.1 0.75
O -1.055 -2.195 2.825 0.1 -0.3 -0.1 -0.57
O -1.058 -0.805 1.096 0.2 0.1 0.2 -0.45
H 1.882 0.993 1.436 0.0 0.0 0.1 0.27
H 3.448 -0.657 1.886 0.0 0.0 0.0 0.50
H 3.187 -0.497 0.148 0.0 0.0 0.0 0.37
H 1.822 -2.423 2.087 0.0 0.0 0.0 0.45
H 2.978 -2.890 0.838 0.0 0.0 0.0 0.43
H 0.564 -2.815 -1.793 0.0 0.0 0.0 0.41
H 2.263 -3.117 -1.381 -0.1 0.0 0.0 0.29
H 0.180 -3.863 1.326 0.0 0.0 0.0 0.38
H -0.783 -3.283 -0.042 0.0 0.0 0.0 0.54
S -2.887 -0.827 -4.183 0.0 0.0 0.1 -0.20
C -2.113 -0.326 -2.859 0.1 -0.1 -0.1 0.25
S -1.838 -1.284 -1.417 -0.3 -0.2 0.1 -0.34
S -1.414 1.209 -2.512 0.1 0.3 0.0 -0.24
F -3.926 4.060 0.988 0.0 0.0 0.1 -0.19
C -3.146 4.070 -0.075 0.0 0.0 0.0 0.44
F -3.727 3.432 -1.073 0.0 0.0 0.0 -0.18
F -2.870 5.313 -0.427 0.0 0.0 0.0 -0.18
S -1.538 3.223 0.292 0.0 -0.6 -0.1 1.12
O -1.881 1.766 0.505 0.3 0.3 0.0 -0.77
O -0.654 3.337 -0.831 0.0 0.3 -0.2 -0.62
N -1.122 3.913 1.607 0.1 0.1 0.3 -0.60
S 0.281 3.429 2.198 -0.2 0.3 0.1 1.01
O 0.871 2.465 1.285 0.2 -0.2 0.0 -0.74
O 1.067 4.506 2.676 0.1 0.0 0.1 -0.61
C -0.205 2.451 3.690 -0.2 0.0 0.2 0.78
F 0.906 2.005 4.275 -0.1 0.0 -0.1 -0.21
F -0.971 1.418 3.356 0.2 0.2 0.0 -0.19
F -0.862 3.242 4.533 0.1 -0.2 -0.2 -0.22
```
Positions in Å, forces in eV/Å.

ΔE to the lowest compared entry with this formula, charge and spin ... 1.743 eV
Charge ... 0


Record 7
This record from OMol25 describes C9H9F7O3 in the gas phase at a distorted geometry. The level of theory is ωB97M-V/def2-TZVPD.

Geometry as XYZ:
```
28
Properties=species:S:1:pos:R:3:forces:R:3:mulliken_charge:R:1
C 1.308 0.889 3.015 -0.7 -1.1 0.9 -1.69
C 0.643 0.255 1.758 0.6 0.4 1.2 1.41
C 1.164 0.988 0.469 0.7 -2.8 1.3 -0.92
O 0.792 0.205 -0.697 -1.7 0.3 0.3 -0.34
C -0.293 -0.700 -0.376 2.5 1.2 4.6 1.10
C -0.753 -1.382 -1.702 -1.1 -1.9 -1.7 0.32
F 0.027 -2.508 -1.878 -0.9 1.5 0.0 -0.28
F -2.089 -1.833 -1.614 2.4 0.9 0.0 -0.28
C -0.688 -0.558 -3.162 3.0 0.6 0.7 0.73
F 0.653 -0.183 -3.573 -2.2 -1.7 1.1 -0.29
F -1.276 -1.185 -4.172 0.4 -0.8 0.8 -0.26
C -1.312 0.781 -3.087 -2.6 3.3 0.5 0.47
F -2.604 0.623 -2.582 1.7 0.4 -1.3 -0.25
F -0.722 1.670 -2.214 -0.7 -1.3 -2.1 -0.19
F -1.368 1.313 -4.393 0.0 -0.7 3.0 -0.25
O 0.345 -1.678 0.480 -1.1 -1.2 -2.7 -0.44
C 1.036 -1.240 1.628 -0.3 1.8 -0.6 -0.94
O -1.365 -0.113 0.492 0.8 -1.2 -2.3 -0.40
C -0.894 0.362 1.776 0.3 1.5 -0.2 -0.92
H 2.043 0.177 3.487 0.1 1.2 -0.9 0.36
H 1.542 1.950 2.954 1.0 -0.1 -0.6 0.38
H 0.631 0.985 3.858 -0.9 -0.4 0.0 0.42
H 0.732 1.942 0.540 -0.6 1.5 -0.7 0.43
H 2.277 1.053 0.531 -0.9 -0.1 -0.4 0.40
H 2.161 -1.271 1.589 -0.9 -0.4 -0.4 0.37
H 0.643 -1.938 2.354 0.3 0.3 1.0 0.39
H -1.285 1.419 1.780 0.9 -0.6 0.1 0.34
H -1.345 -0.024 2.737 0.2 -0.8 -1.4 0.32
```
Positions in Å, forces in eV/Å.

ΔE to the lowest compared entry with this formula, charge and spin ... 2.042 eV
Charge ... 0
SMILES ... C[C@]12CO[C@](C(F)(F)C(F)(F)C(F)(F)F)(OC1)OC2


Record 8
This record from OMol25 describes 2 unconnected molecules or ions with the total composition C9H9FN2 at a distorted geometry. The level of theory is ωB97M-V/def2-TZVPD.

Geometry as XYZ:
```
21
Properties=species:S:1:pos:R:3:forces:R:3:mulliken_charge:R:1
C -3.241 -0.611 1.383 -1.0 0.3 1.2 -0.42
C -2.095 -1.283 0.992 -0.5 -0.8 -0.3 -0.16
N -1.401 -0.579 0.136 0.2 0.8 -0.5 -0.43
N -2.054 0.611 0.021 -0.8 -0.6 0.9 -0.01
C -3.207 0.640 0.810 0.8 -1.2 -0.4 -0.33
H -3.968 -1.060 2.066 0.1 0.6 -0.3 0.33
H -1.916 -2.321 1.264 0.6 0.4 -0.3 0.41
H -1.672 1.271 -0.640 -0.2 0.0 0.3 0.20
H -3.959 1.400 0.972 0.5 0.4 -0.6 0.41
F 1.790 -2.093 0.889 -1.0 -0.3 0.8 -0.32
C 1.648 -0.983 0.165 2.5 1.4 -1.4 0.48
C 1.475 0.283 0.704 0.3 1.4 0.3 -0.37
C 1.835 1.445 -0.082 -1.1 0.2 2.9 -0.21
C 2.242 1.335 -1.370 -0.5 1.4 -1.2 -0.43
C 2.245 0.073 -1.910 0.8 -2.6 -2.1 -0.32
C 2.129 -1.088 -1.152 -1.5 2.3 2.0 -0.51
H 1.151 0.427 1.750 0.2 -0.2 -0.7 0.36
H 1.768 2.508 0.344 0.0 -1.9 -0.3 0.27
H 2.420 2.301 -1.907 0.0 -1.3 0.1 0.31
H 2.391 -0.241 -2.973 0.4 1.3 0.7 0.28
H 2.420 -2.034 -1.463 0.2 -1.5 -1.0 0.47
```
Positions in Å, forces in eV/Å.

ΔE to the lowest compared entry with this formula, charge and spin ... 1.702 eV
Charge ... 0
SMILES ... c1cn[nH]c1.Fc1ccccc1


Record 9
This record from OMol25 describes a molecular structure, C9H9HfN2O5S at a distorted geometry. The level of theory is ωB97M-V/def2-TZVPD.

Geometry as XYZ:
```
27
Properties=species:S:1:pos:R:3:forces:R:3:mulliken_charge:R:1
O -0.493 2.272 -5.156 3.4 -2.7 6.0 -0.05
C -0.047 1.805 -4.151 -7.7 3.5 -8.9 0.61
Hf 0.218 0.804 -2.180 2.2 -3.2 -0.4 0.60
C -0.563 2.007 -0.546 -3.3 3.7 7.4 0.32
O -1.011 2.518 0.403 2.5 -2.5 -5.1 -0.09
C -0.403 -1.292 -2.991 -2.5 -1.6 1.3 0.06
O -1.341 -1.745 -2.328 2.2 1.9 -0.8 -0.33
C 1.642 1.753 -3.715 11.0 2.5 -2.5 0.33
O 2.560 2.147 -4.368 -6.2 -2.3 3.5 -0.05
C -2.025 1.026 -2.460 -7.1 0.6 -1.6 0.22
O -3.155 1.174 -2.689 5.7 -0.8 1.2 -0.04
H 0.024 -1.985 -3.754 0.3 0.5 -0.1 0.44
S 1.799 -0.399 -0.661 -0.3 0.5 -0.4 -0.29
C 0.965 -0.645 0.878 -0.3 -0.7 2.2 0.53
N -0.273 -1.147 0.992 0.7 0.6 -1.3 0.11
C -0.912 -1.352 2.303 -0.2 -0.6 0.1 -0.57
C -0.409 -0.328 3.273 0.3 0.6 0.2 -0.52
C 1.105 -0.365 3.343 0.1 -0.3 0.9 -0.55
N 1.667 -0.387 1.987 -0.5 0.2 -1.8 -0.16
H -0.701 -1.534 0.149 0.1 0.1 0.5 0.19
H -0.690 -2.364 2.655 0.0 0.0 -0.1 0.32
H -1.985 -1.272 2.167 -0.1 0.0 -0.1 0.40
H -0.817 -0.522 4.263 0.0 0.0 0.0 0.37
H -0.735 0.674 2.987 -0.1 0.0 0.0 0.22
H 1.444 -1.259 3.893 0.0 0.3 -0.3 0.34
H 1.511 0.515 3.863 -0.1 -0.3 -0.2 0.37
H 2.625 -0.099 1.844 0.1 0.1 0.2 0.22
```
Positions in Å, forces in eV/Å.

ΔE to the lowest compared entry with this formula, charge and spin ... 1.709 eV
Charge ... +3


Record 10
This record from OMol25 describes a molecular structure, C9H9MoN2O6S5Sb at a distorted geometry. The level of theory is ωB97M-V/def2-TZVPD.

Geometry as XYZ:
```
33
Properties=species:S:1:pos:R:3:forces:R:3:mulliken_charge:R:1
Mo 0.576 -1.446 -0.501 0.5 -0.8 0.5 0.62
O -0.778 1.957 3.956 -0.1 0.1 0.2 -0.56
C 0.174 2.561 3.269 0.1 0.0 0.0 0.45
O 0.638 3.627 3.596 0.0 0.0 0.0 -0.63
C 0.658 1.857 2.053 -0.2 -0.2 0.1 0.56
C 1.589 2.334 1.155 0.0 0.0 0.1 -0.54
N 1.729 1.408 0.193 0.0 0.1 0.1 -0.51
N 0.939 0.361 0.413 0.2 1.3 0.8 0.54
C 0.281 0.604 1.539 0.0 0.2 -0.3 -0.56
C -0.751 -0.428 1.859 -0.1 0.1 0.1 1.12
O -1.486 -0.297 2.836 0.1 0.0 -0.1 -0.81
O -0.781 -1.362 0.989 -0.6 -0.2 0.6 -0.66
H -1.066 1.077 3.570 0.0 0.0 0.0 0.42
H 2.139 3.259 1.165 0.0 0.0 -0.1 0.50
H 2.307 1.434 -0.630 0.0 0.0 -0.1 0.08
S 2.580 -6.007 0.700 0.2 0.3 -0.3 -0.64
Sb 2.939 -4.074 -0.415 0.0 -0.4 0.7 0.47
S 0.516 -3.680 -1.603 -0.3 0.2 -0.2 -0.35
S 2.190 -2.347 1.118 0.0 0.0 -0.2 -0.44
C 0.780 -2.094 -3.892 -0.1 0.3 0.1 -1.26
C 1.171 -2.271 -2.455 0.8 -1.4 -1.7 1.05
O 2.182 -1.687 -1.961 -0.7 0.5 -0.1 -0.50
H 0.876 -1.050 -4.185 0.0 0.0 0.0 0.34
H -0.240 -2.429 -4.056 0.0 0.0 0.0 0.35
H 1.460 -2.699 -4.495 0.0 0.0 0.1 0.37
C -3.320 1.548 0.300 0.1 0.1 0.0 -0.92
O -2.350 0.711 -0.333 0.1 -0.1 0.0 -0.12
C -1.693 1.177 -1.399 -0.3 0.1 0.0 0.18
S -1.900 2.700 -1.994 0.0 0.1 0.0 -0.31
S -0.679 0.016 -2.177 0.1 -0.1 0.0 -0.26
H -3.716 0.965 1.127 0.1 -0.1 0.0 0.25
H -4.106 1.811 -0.408 0.0 0.0 0.0 0.39
H -2.857 2.464 0.667 0.0 0.0 0.0 0.38
```
Positions in Å, forces in eV/Å.

Spin multiplicity ... 4
ΔE to the lowest compared entry with this formula, charge and spin ... 0.000 eV
Charge ... -1
⟨S²⟩ ... 3.780


Sequential E_tot output: -1901.88381 -700.09606 -1129.10013 -2066.89038 -657.25182 -3782.27856 -1273.03149 -557.66350 -1278.97529 -3208.92118 Ha